{
  "formula": "C24H18Cl5ILaN2OS4",
  "method": "wB97M-V/def2-TZVPD",
  "symbols": ["La", "I", "C", "C", "C", "C", "C", "C", "C", "C", "C", "C", "H", "H", "H", "H", "H", "H", "Cl", "C", "C", "C", "Cl", "C", "Cl", "C", "Cl", "C", "Cl", "S", "C", "S", "S", "C", "C", "C", "O", "H", "H", "H", "H", "H", "H", "C", "N", "C", "C", "N", "C", "S", "H", "H", "H", "H", "H", "H"],
  "positions_angstrom": [[0.946, 0.839, 0.761], [1.839, -2.479, 1.293], [0.111, -3.609, 0.669], [0.446, -4.820, 0.069], [-0.495, -5.618, -0.515], [-1.812, -5.148, -0.630], [-2.109, -3.865, -0.282], [-3.319, -3.306, -0.793], [-3.728, -2.091, -0.262], [-2.870, -1.379, 0.606], [-1.690, -1.824, 1.137], [-1.228, -3.090, 0.595], [1.565, -5.000, 0.125], [-0.352, -6.626, -0.926], [-2.608, -5.729, -1.131], [-3.924, -3.878, -1.501], [-4.596, -1.603, -0.633], [-3.275, -0.429, 0.951], [3.175, 0.298, 4.310], [3.716, 1.253, 3.010], [2.799, 1.815, 2.090], [3.030, 2.934, 1.375], [1.598, 3.782, 0.544], [4.348, 3.432, 1.256], [4.782, 4.917, 0.412], [5.261, 2.742, 1.998], [7.000, 2.953, 1.632], [5.001, 1.687, 2.909], [6.285, 1.121, 3.927], [-3.103, -0.709, 4.099], [-1.763, -0.045, 3.325], [-0.832, -1.234, 2.571], [-0.877, 1.525, 3.242], [4.608, 0.531, -2.097], [3.123, 0.424, -1.962], [2.437, 0.059, -3.189], [2.482, 0.723, -0.873], [5.130, 0.593, -1.145], [4.892, 1.443, -2.667], [4.822, -0.338, -2.671], [1.727, -0.773, -2.942], [3.181, -0.214, -3.843], [1.871, 0.852, -3.595], [-3.855, 1.857, -2.686], [-3.731, 2.221, -1.299], [-4.723, 2.821, -0.486], [-4.295, 2.769, 0.794], [-2.963, 2.345, 0.784], [-2.604, 2.079, -0.474], [-1.007, 1.917, -1.006], [-3.949, 2.779, -3.282], [-4.826, 1.312, -2.864], [-2.987, 1.271, -2.998], [-5.567, 3.107, -1.020], [-4.733, 3.175, 1.652], [-2.353, 2.226, 1.635]],
  "forces_ev_per_a": [[-1.240, -1.011, 1.195], [-0.204, -0.655, -0.354], [-0.879, 0.152, -0.392], [2.882, 1.293, 1.250], [-2.503, -1.352, -0.704], [1.594, -1.683, -1.004], [-0.435, 2.008, 0.989], [-0.679, 0.994, 1.455], [1.893, -1.081, -1.191], [-1.071, 1.079, 0.870], [0.231, -1.577, -0.736], [0.589, -0.403, -0.986], [-1.664, -0.515, -0.397], [0.619, 0.513, 0.349], [0.751, 0.211, 0.225], [0.170, 0.155, 0.323], [-0.723, 0.283, -0.078], [0.213, -0.093, 0.276], [-0.198, -0.781, 0.164], [-0.635, 1.421, -1.389], [-0.884, -0.020, 1.423], [0.835, 0.353, -0.185], [1.265, -0.579, 0.432], [-1.128, 0.950, -0.038], [-0.314, -0.915, 0.238], [2.789, -0.822, -0.241], [-0.874, 0.517, 0.164], [0.552, 0.770, -0.109], [-0.286, -0.173, -0.006], [-0.668, 0.881, 0.370], [0.158, 0.602, 0.009], [0.955, -0.420, -1.176], [-0.823, 0.034, -0.314], [-0.791, 1.262, 0.485], [1.423, 0.237, 0.090], [-1.966, -0.992, 2.123], [-0.818, 0.106, 0.731], [0.066, -0.302, 0.094], [0.102, -0.313, 0.023], [1.217, -0.663, -0.411], [0.311, 0.310, -0.609], [1.281, -0.986, -2.013], [-0.929, 1.131, -0.701], [-1.036, 0.414, -0.593], [1.463, 0.567, 2.852], [1.627, -1.923, -0.363], [0.942, 0.409, -1.249], [-1.414, 0.096, -0.206], [-0.632, 0.011, -0.816], [-0.295, -0.210, -1.103], [0.368, -0.318, -0.024], [1.105, 0.188, 0.383], [-0.249, 0.133, 0.098], [-1.662, 0.526, -0.063], [-0.545, 0.208, 1.113], [0.143, -0.028, -0.275]],
  "e_lumo_ha": [0.0770, 0.0768],
  "e_tot_ev": -145120.747,
  "homo_ev": [-2.7694, -2.2224],
  "multiplicity": 1,
  "total_charge": -1,
  "e_above_lowest_kcal_mol": 67.1,
  "max_force_ev_per_a": 3.40,
  "homo_lumo_gap_ev": [4.864, 4.312]
}